No. 1
# C10H21ClF3IrO5P2S

A molecular structure, C10H21ClF3IrO5P2S at a distorted geometry (wB97M-V/def2-TZVPD, the OMol25 dataset).

Computed properties:
* ΔE to the lowest compared entry with this formula, charge and spin: 1.3896 eV
* lowest unoccupied orbital energy (alpha / beta): -10.34 / -15.59 eV
* gap between HOMO and LUMO (alpha / beta): 8.54 / 5.28 eV
* 2S+1: 6
* DFT total energy: -73836.3882 eV
* E_HOMO (alpha / beta): -18.88 / -20.87 eV
* charge: +3

Last column: natural (NBO) charge in e.
Geometry (Å):
C -0.69 -3.00 -3.44  -0.705
C -0.37 -2.59 -2.05  0.547
H -1.75 -3.06 -3.70  0.291
H -0.22 -3.99 -3.41  0.304
H -0.11 -2.35 -4.13  0.305
O -1.00 -2.02 -1.18  -0.341
Cl 1.31 -2.69 -1.87  0.149
Ir -0.39 1.10 0.94  1.202
P 0.02 -1.47 1.26  0.856
C -1.18 -1.75 2.62  -0.900
C 0.07 -3.36 0.79  -0.779
H 0.30 -3.99 1.66  0.276
H 1.75 -2.52 2.70  0.286
H 0.85 -3.55 0.02  0.250
H 2.44 -1.45 1.45  0.271
H -2.17 -1.84 2.18  0.269
H -0.88 -3.71 0.35  0.253
C 1.62 -1.56 2.17  -0.901
H -0.95 -2.66 3.20  0.294
H 1.64 -0.74 2.89  0.267
H -1.12 -0.87 3.25  0.256
P -0.22 1.32 -1.59  0.898
C -1.47 2.65 -1.74  -0.930
C 1.35 2.28 -1.86  -0.924
H 0.55 0.04 -3.63  0.255
H -0.37 1.49 -4.09  0.302
H -1.24 0.06 -3.52  0.254
C -0.33 0.66 -3.37  -0.870
H 2.18 1.64 -1.55  0.262
H 1.51 2.55 -2.92  0.294
H -1.36 3.24 -2.65  0.305
H -1.37 3.29 -0.86  0.257
H 1.35 3.19 -1.26  0.265
H -2.46 2.18 -1.73  0.261
C -2.27 1.27 1.37  0.474
O -3.41 1.46 1.50  -0.239
F 0.67 3.40 4.50  -0.245
C 0.92 2.37 3.67  0.787
F 2.01 1.68 4.06  -0.275
F -0.18 1.52 3.78  -0.317
S 1.35 2.97 1.90  2.209
O -0.12 3.14 1.42  -0.880
O 2.11 4.10 1.49  -0.694
O 1.63 1.57 1.38  -0.899


No. 2
# C10H21F5IOP2Pr

A molecular structure, C10H21F5IOP2Pr at a distorted geometry (wB97M-V/def2-TZVPD, the OMol25 dataset).

Computed properties:
* lowest unoccupied orbital energy (alpha / beta): -7.86 / -7.68 eV
* gap between HOMO and LUMO (alpha / beta): 7.83 / 8.02 eV
* 2S+1: 3
* DFT total energy: -67076.1774 eV
* E_HOMO (alpha / beta): -15.70 / -15.70 eV
* charge: +2

Last column: Mulliken spin population.
Geometry (Å):
C 0.12 0.03 -5.53  0.000
I -0.22 0.12 -3.39  -0.001
H 1.20 0.13 -5.67  0.000
H -0.42 0.84 -6.02  0.000
H -0.23 -0.94 -5.89  0.000
Pr 0.73 0.05 0.52  2.048
P 0.40 2.79 -0.02  -0.011
C -1.22 3.58 -0.33  -0.001
C 1.13 3.41 1.54  0.000
H 1.30 4.49 1.49  0.000
H 1.75 4.26 -1.42  -0.001
H 2.10 2.93 1.73  0.000
H 2.54 2.69 -1.16  0.000
H -1.93 3.32 0.48  0.000
H 0.48 3.21 2.39  0.000
C 1.58 3.18 -1.35  0.000
H -1.18 4.69 -0.39  0.000
H 1.21 2.81 -2.32  0.000
H -1.65 3.21 -1.26  0.000
P 0.43 -2.72 0.38  -0.010
C -1.18 -3.57 0.20  -0.001
C 1.63 -3.29 -0.87  0.000
H 2.11 -2.55 2.14  -0.001
H 1.35 -4.16 2.12  0.000
H 0.50 -2.77 2.83  0.000
C 1.16 -3.08 2.02  0.000
H 2.58 -2.76 -0.75  0.001
H 1.83 -4.37 -0.78  -0.001
H -1.11 -4.67 0.29  -0.001
H -1.61 -3.34 -0.79  0.000
H 1.27 -3.08 -1.88  0.000
H -1.89 -3.21 0.96  0.000
C -1.64 0.02 -0.10  -0.001
O -2.70 0.05 -0.57  0.006
F -1.22 1.57 2.68  -0.001
C -0.83 0.25 2.51  -0.024
F 0.37 0.12 3.28  -0.001
C -1.92 -0.59 3.10  0.000
F -2.20 -0.31 4.40  -0.001
F -3.06 -0.41 2.39  0.000
F -1.59 -1.94 3.05  0.000


No. 3
# C10H21GdINO2P2

A molecular structure, C10H21GdINO2P2 at a distorted geometry (wB97M-V/def2-TZVPD, the OMol25 dataset).

Computed properties:
* lowest unoccupied orbital energy (alpha / beta): -9.47 / -7.87 eV
* gap between HOMO and LUMO (alpha / beta): 6.00 / 7.92 eV
* 2S+1: 8
* DFT total energy: -63791.6052 eV
* E_HOMO (alpha / beta): -15.47 / -15.79 eV
* charge: +2

Last column: Mulliken spin population.
Geometry (Å):
C 0.00 -0.06 -6.38  -0.001
C 0.01 0.72 -5.13  -0.005
H 0.00 0.61 -7.25  0.000
H -0.89 -0.69 -6.43  0.000
H 0.89 -0.70 -6.43  0.000
O 0.02 1.88 -4.90  -0.007
I -0.01 -0.62 -2.84  -0.046
Gd 0.00 -0.22 0.20  7.547
P 2.58 -0.07 1.18  -0.171
C 3.60 1.20 2.03  -0.008
C 3.25 -1.63 1.86  0.002
H 4.34 -1.68 1.73  -0.005
H 4.33 -0.32 -0.47  0.005
H 2.78 -2.46 1.33  0.000
H 2.75 -0.88 -1.10  -0.006
H 3.33 1.20 3.09  0.001
H 2.96 -1.70 2.92  -0.001
C 3.26 -0.10 -0.52  -0.011
H 4.67 0.98 1.89  -0.006
H 3.08 0.86 -1.01  -0.006
H 3.35 2.17 1.61  0.001
P -2.58 -0.02 1.19  -0.171
C -3.58 1.26 2.03  -0.008
C -3.26 -0.04 -0.51  -0.011
H -2.82 -2.41 1.34  0.000
H -4.37 -1.59 1.74  -0.005
H -2.98 -1.64 2.93  -0.001
C -3.28 -1.56 1.87  0.002
H -2.76 -0.83 -1.10  -0.006
H -4.34 -0.24 -0.46  0.005
H -4.65 1.06 1.90  -0.006
H -3.31 2.24 1.61  0.001
H -3.07 0.91 -1.01  -0.006
H -3.31 1.27 3.09  0.001
C 0.02 1.72 1.52  -0.031
O 0.03 2.68 2.18  0.010
N -0.01 -0.80 3.72  0.002
C -0.01 -0.52 2.57  -0.056


No. 4
# C10H21LuN3P

A molecular structure, C10H21LuN3P at a distorted geometry (wB97M-V/def2-TZVPD, the OMol25 dataset).

Computed properties:
* ΔE to the lowest compared entry with this formula, charge and spin: 0.7355 eV
* lowest unoccupied orbital energy (alpha / beta): 0.15 / 0.18 eV
* gap between HOMO and LUMO (alpha / beta): 3.76 / 3.89 eV
* DFT total energy: -58084.5720 eV
* E_HOMO (alpha / beta): -3.61 / -3.71 eV

Last column: natural (NBO) charge in e.
Geometry (Å):
C -1.13 -1.58 0.15  -0.461
C -0.43 -2.28 1.18  -0.291
C -0.23 -1.43 2.30  -0.316
C -0.78 -0.16 1.97  -0.300
C -1.35 -0.22 0.62  -0.478
Lu 0.86 -0.24 -0.57  0.877
P -0.09 0.56 -2.91  -0.087
H -1.55 -1.99 -0.77  0.237
H -0.19 -3.35 1.16  0.226
H 0.22 -1.69 3.24  0.217
H -1.95 0.54 0.15  0.230
H -0.86 0.68 2.64  0.209
H -1.32 1.31 -2.80  -0.095
H -0.52 -0.36 -3.93  0.042
H 0.63 1.46 -3.78  0.029
C 1.64 4.28 0.35  -0.414
N 2.85 3.53 0.04  -0.415
C 4.09 4.30 -0.08  -0.409
C 2.75 2.21 -0.07  0.653
N 1.51 1.68 0.08  -0.987
N 3.76 1.33 -0.30  -0.420
C 5.16 1.60 -0.61  -0.406
C 3.33 -0.09 -0.48  -0.498
H 1.89 5.34 0.35  0.215
H 1.25 4.01 1.36  0.208
H 0.84 4.10 -0.40  0.214
H 4.83 3.97 0.67  0.207
H 4.49 4.25 -1.11  0.204
H 3.83 5.34 0.13  0.217
H 0.82 2.36 0.40  0.377
H 5.81 1.15 0.16  0.205
H 5.40 1.16 -1.58  0.208
H 5.36 2.66 -0.65  0.214
H 2.74 -0.44 0.43  0.183
H 2.77 -0.19 -1.46  0.156
H 4.21 -0.73 -0.53  0.246


No. 5
# C10H21N2O4S

2 unconnected molecules or ions with the total composition C10H21N2O4S (wB97M-V/def2-TZVPD, the OMol25 dataset).

Computed properties:
* lowest unoccupied orbital energy: -2.63 eV
* gap between HOMO and LUMO: 10.43 eV
* DFT total energy: -32709.8146 eV
* E_HOMO: -13.07 eV
* charge: +1

Last column: natural (NBO) charge in e.
Geometry (Å):
O 4.24 -0.58 -1.61  -0.726
C 3.37 -0.60 -2.73  -0.055
C 2.60 0.70 -2.70  -0.424
C 1.69 0.83 -1.46  -0.424
C 0.21 0.94 -1.78  -0.205
N -0.41 -0.37 -2.04  -0.275
C -0.41 -1.44 -1.16  -0.032
C -1.07 -2.45 -1.76  -0.051
N -1.46 -1.99 -3.00  -0.462
C -1.05 -0.73 -3.14  0.249
H 4.78 -1.38 -1.60  0.481
H 3.93 -0.69 -3.67  0.179
H 2.68 -1.46 -2.67  0.143
H 3.33 1.51 -2.68  0.237
H 2.02 0.80 -3.63  0.196
H 1.86 -0.04 -0.82  0.225
H 1.97 1.69 -0.86  0.248
H 0.06 1.53 -2.69  0.215
H -0.36 1.42 -0.98  0.238
H 0.05 -1.36 -0.19  0.276
H -1.28 -3.44 -1.39  0.261
H -1.99 -2.52 -3.68  0.454
H -1.21 -0.11 -4.01  0.248
O -1.82 -0.47 1.61  -0.975
S -1.73 0.83 2.22  2.390
O -0.50 1.55 2.07  -0.944
O -2.15 0.72 3.73  -0.717
C -1.48 -0.25 4.57  -0.075
C -0.08 0.17 4.96  -0.644
C -3.06 1.84 1.68  -0.884
H -1.49 -1.22 4.07  0.198
H -2.13 -0.32 5.44  0.208
H 0.59 0.20 4.11  0.224
H 0.32 -0.55 5.68  0.229
H -0.09 1.15 5.42  0.226
H -3.99 1.28 1.79  0.259
H -2.88 2.07 0.63  0.242
H -3.07 2.75 2.27  0.266


No. 6
# C10H21N2OP

2 unconnected molecules or ions with the total composition C10H21N2OP at a distorted geometry (wB97M-V/def2-TZVPD, the OMol25 dataset).

Computed properties:
* ΔE to the lowest compared entry with this formula, charge and spin: 4.8349 eV
* lowest unoccupied orbital energy (alpha / beta): 0.25 / 0.62 eV
* gap between HOMO and LUMO (alpha / beta): 7.18 / 7.63 eV
* DFT total energy: -25021.4245 eV
* E_HOMO (alpha / beta): -6.94 / -7.01 eV

Last column: natural (NBO) charge in e.
Geometry (Å):
C 0.34 -1.92 0.60  0.626
C 0.42 1.65 -0.52  0.029
C -1.98 -1.76 1.09  -0.612
C -0.81 -4.10 1.20  -0.597
C -0.28 -2.39 2.91  -0.606
C -1.35 3.38 -0.08  -0.406
C 0.70 3.81 -1.46  -0.410
C 0.64 0.68 -2.72  -0.398
C 2.57 0.44 -1.05  -0.396
C -0.74 -2.57 1.45  -0.236
N -0.24 2.86 -0.84  -0.475
N 1.26 0.99 -1.40  -0.492
O 1.01 -2.22 -0.38  -0.559
P 0.28 1.01 1.07  0.097
H -2.89 -2.33 1.37  0.219
H -1.96 -0.71 1.64  0.250
H -2.14 -1.65 -0.01  0.226
H -1.20 -4.32 0.17  0.214
H -1.52 -4.52 1.99  0.214
H 0.14 -4.53 1.22  0.218
H 0.10 -1.39 3.12  0.239
H 0.66 -3.08 3.21  0.209
H -0.93 -2.82 3.63  0.221
H -1.75 4.29 -0.38  0.208
H -2.20 2.66 -0.27  0.212
H -1.08 3.44 1.05  0.195
H 1.15 4.54 -0.80  0.188
H 1.51 3.20 -1.82  0.214
H 0.14 4.26 -2.29  0.195
H 0.85 1.64 -3.39  0.184
H 1.09 -0.16 -3.10  0.204
H -0.42 0.44 -2.53  0.207
H 2.62 -0.56 -0.88  0.207
H 3.33 0.79 -1.75  0.184
H 2.69 0.96 -0.06  0.225


- Which of these has the lowest DFT total energy?
  C10H21ClF3IrO5P2S


- Number 5 is which compound?
  C10H21N2O4S